# 1
DFT (ωB97M-V/def2-TZVPD) results for 8 unconnected molecules or ions with the total composition C24H72ClN7O4 in a non-equilibrium geometry.

net charge: +2

Positions of all 108 atoms, in Å:
N (-16.97, -5.05, 1.42)
H (-17.14, -5.47, 2.32)
H (-17.75, -4.59, 0.98)
H (-16.59, -5.77, 0.81)
H (-16.24, -4.35, 1.48)
N (-16.78, -1.79, -3.14)
H (-17.25, -1.96, -2.26)
H (-16.95, -2.58, -3.74)
H (-15.80, -1.66, -2.97)
H (-17.18, -0.92, -3.46)
N (-10.86, -3.83, -2.12)
H (-11.64, -4.32, -1.69)
H (-10.68, -4.03, -3.09)
H (-10.01, -3.79, -1.57)
H (-11.07, -2.84, -2.19)
Cl (-15.76, -6.91, -3.12)
O (-16.87, -7.36, -2.29)
O (-14.91, -6.08, -2.36)
O (-14.97, -8.03, -3.58)
O (-16.18, -6.07, -4.18)
C (-20.27, -7.97, -7.91)
C (-21.12, -6.99, -7.00)
N (-22.44, -6.56, -7.62)
C (-23.49, -5.91, -6.82)
C (-24.10, -6.90, -5.75)
C (-22.16, -5.82, -8.85)
C (-21.30, -4.59, -8.60)
H (-20.92, -8.64, -8.48)
H (-19.51, -8.50, -7.35)
H (-19.64, -7.44, -8.63)
H (-21.50, -7.51, -6.12)
H (-20.51, -6.17, -6.61)
H (-23.09, -5.01, -6.34)
H (-24.30, -5.61, -7.49)
H (-25.09, -6.47, -5.56)
H (-24.11, -7.94, -6.07)
H (-23.48, -6.92, -4.86)
H (-23.05, -5.41, -9.32)
H (-21.85, -6.52, -9.63)
H (-21.23, -3.97, -9.50)
H (-20.30, -4.92, -8.34)
H (-21.59, -3.89, -7.81)
C (-9.16, -7.75, -6.20)
C (-9.44, -6.75, -5.01)
N (-9.62, -5.33, -5.43)
C (-8.38, -4.68, -6.00)
C (-7.22, -4.53, -5.02)
C (-10.78, -5.11, -6.39)
C (-11.16, -3.60, -6.42)
H (-8.13, -7.85, -6.56)
H (-9.71, -7.53, -7.11)
H (-9.41, -8.73, -5.79)
H (-10.39, -7.14, -4.65)
H (-8.83, -6.86, -4.11)
H (-8.56, -3.66, -6.33)
H (-8.09, -5.21, -6.90)
H (-6.50, -3.75, -5.25)
H (-6.69, -5.48, -5.15)
H (-7.48, -4.26, -3.99)
H (-10.43, -5.54, -7.33)
H (-11.63, -5.72, -6.10)
H (-10.33, -3.00, -6.07)
H (-11.49, -3.32, -7.42)
H (-12.02, -3.29, -5.82)
C (-15.74, -5.39, -10.33)
C (-16.09, -5.98, -11.69)
N (-16.24, -4.93, -12.78)
C (-17.63, -4.30, -12.87)
C (-18.67, -5.30, -13.40)
C (-15.16, -4.00, -13.10)
C (-15.08, -2.72, -12.42)
H (-16.08, -6.10, -9.57)
H (-16.38, -4.52, -10.18)
H (-14.73, -4.99, -10.27)
H (-15.39, -6.74, -12.07)
H (-17.09, -6.34, -11.46)
H (-17.94, -3.90, -11.91)
H (-17.62, -3.42, -13.50)
H (-18.40, -5.68, -14.38)
H (-18.79, -6.16, -12.74)
H (-19.65, -4.82, -13.45)
H (-15.08, -3.85, -14.18)
H (-14.26, -4.51, -12.75)
H (-15.17, -2.97, -11.36)
H (-15.86, -2.00, -12.67)
H (-14.17, -2.14, -12.58)
C (-10.05, -10.38, -0.40)
C (-10.41, -9.11, 0.34)
N (-10.66, -9.35, 1.77)
C (-9.48, -9.98, 2.49)
C (-8.43, -8.93, 2.88)
C (-11.83, -10.07, 2.16)
C (-13.15, -9.63, 1.51)
H (-10.67, -11.26, -0.25)
H (-9.09, -10.85, -0.19)
H (-9.91, -10.24, -1.47)
H (-9.68, -8.31, 0.27)
H (-11.27, -8.62, -0.11)
H (-9.96, -10.26, 3.43)
H (-9.04, -10.86, 2.02)
H (-7.88, -9.33, 3.73)
H (-7.63, -9.04, 2.14)
H (-8.68, -7.89, 3.05)
H (-11.96, -9.82, 3.21)
H (-11.67, -11.13, 1.96)
H (-13.01, -9.73, 0.43)
H (-13.39, -8.61, 1.79)
H (-13.95, -10.25, 1.91)


# 2
DFT (ωB97M-V/def2-TZVPD) results for 6 unconnected molecules or ions with the total composition C24H76ClN13O4P4 in a non-equilibrium geometry.

Positions of all 122 atoms, in Å:
N (0.71, -0.83, -0.38)
H (-0.01, -0.42, -0.96)
H (0.91, -1.77, -0.70)
H (0.35, -0.93, 0.56)
H (1.51, -0.21, -0.38)
Cl (0.10, -3.33, 2.85)
O (2.28, -4.21, -3.21)
P (2.65, -5.49, -3.88)
N (1.55, -5.89, -5.12)
C (0.99, -7.32, -5.26)
C (1.01, -4.84, -5.96)
N (2.79, -6.92, -2.92)
C (1.48, -7.13, -2.23)
C (4.06, -7.04, -2.09)
N (4.18, -5.41, -4.74)
C (4.69, -6.48, -5.57)
C (5.18, -4.34, -4.47)
H (0.16, -7.52, -4.57)
H (1.77, -8.05, -5.09)
H (0.60, -7.34, -6.27)
H (1.75, -4.15, -6.38)
H (0.31, -4.37, -5.26)
H (0.32, -5.17, -6.74)
H (0.59, -7.22, -2.86)
H (1.56, -8.18, -1.95)
H (1.29, -6.45, -1.40)
H (4.95, -7.08, -2.71)
H (4.01, -6.23, -1.36)
H (4.02, -7.95, -1.48)
H (3.94, -7.06, -6.10)
H (5.50, -6.22, -6.24)
H (5.05, -7.35, -5.02)
H (5.49, -4.66, -3.47)
H (4.69, -3.36, -4.48)
H (6.13, -4.36, -4.99)
O (3.81, 2.13, 0.32)
P (4.87, 2.74, 1.21)
N (5.15, 1.75, 2.61)
C (6.39, 1.34, 3.14)
C (4.00, 1.01, 3.21)
N (4.54, 4.34, 1.75)
C (5.04, 4.71, 3.13)
C (4.33, 5.47, 0.85)
N (6.38, 2.93, 0.45)
C (7.61, 3.51, 1.16)
C (6.65, 2.07, -0.69)
H (6.39, 0.54, 3.89)
H (6.75, 2.31, 3.50)
H (7.10, 0.81, 2.51)
H (4.10, -0.06, 3.06)
H (3.07, 1.53, 2.94)
H (3.92, 1.30, 4.26)
H (5.64, 3.95, 3.64)
H (5.80, 5.44, 2.87)
H (4.36, 5.28, 3.76)
H (4.13, 5.12, -0.16)
H (3.38, 5.96, 1.08)
H (5.16, 6.18, 0.93)
H (8.27, 2.72, 1.53)
H (8.11, 4.20, 0.49)
H (7.25, 4.06, 2.04)
H (7.25, 1.19, -0.46)
H (7.17, 2.72, -1.39)
H (5.81, 1.60, -1.21)
O (-3.47, -0.45, -2.57)
P (-4.91, -0.81, -2.87)
N (-5.20, -2.39, -3.54)
C (-6.47, -2.74, -4.18)
C (-4.31, -3.50, -3.32)
N (-5.64, 0.17, -4.04)
C (-7.09, 0.65, -4.21)
C (-4.64, 0.85, -4.83)
N (-6.03, -0.64, -1.58)
C (-6.25, 0.77, -0.95)
C (-6.07, -1.62, -0.46)
H (-7.21, -2.05, -3.78)
H (-6.67, -3.81, -4.17)
H (-6.40, -2.39, -5.21)
H (-3.56, -3.44, -4.11)
H (-4.80, -4.47, -3.23)
H (-3.74, -3.35, -2.41)
H (-7.18, 1.70, -3.93)
H (-7.31, 0.54, -5.27)
H (-7.81, 0.08, -3.62)
H (-3.75, 0.23, -4.94)
H (-4.99, 1.22, -5.80)
H (-4.22, 1.75, -4.39)
H (-7.32, 0.99, -0.86)
H (-5.78, 0.79, 0.03)
H (-5.83, 1.56, -1.58)
H (-6.31, -2.63, -0.81)
H (-6.80, -1.35, 0.31)
H (-5.23, -1.47, 0.22)
O (-3.46, 5.97, 4.11)
P (-3.12, 4.82, 4.99)
N (-4.56, 3.99, 5.74)
C (-5.77, 3.90, 4.89)
C (-4.82, 4.48, 7.18)
N (-1.93, 5.17, 6.19)
C (-0.55, 4.88, 5.90)
C (-2.10, 6.13, 7.29)
N (-2.53, 3.46, 4.10)
C (-2.17, 2.16, 4.68)
C (-1.90, 3.78, 2.78)
H (-5.55, 3.68, 3.84)
H (-6.49, 4.69, 5.08)
H (-6.22, 2.97, 5.22)
H (-5.55, 3.93, 7.78)
H (-5.16, 5.51, 7.10)
H (-3.93, 4.25, 7.77)
H (0.15, 5.46, 6.52)
H (-0.33, 3.83, 6.10)
H (-0.26, 5.02, 4.86)
H (-1.41, 6.97, 7.21)
H (-3.11, 6.52, 7.24)
H (-1.76, 5.66, 8.21)
H (-1.09, 2.01, 4.74)
H (-2.69, 2.07, 5.63)
H (-2.48, 1.36, 4.01)
H (-0.87, 4.10, 2.92)
H (-2.44, 4.59, 2.29)
H (-1.92, 2.89, 2.15)


# 3
DFT (ωB97M-V/def2-TZVPD) results for 12 unconnected molecules or ions with the total composition C24H76N4O12 in a non-equilibrium geometry.

Positions of all 116 atoms, in Å:
C (1.45, -2.55, -3.34)
C (2.26, -3.08, -4.62)
C (2.70, -4.56, -4.37)
O (3.49, -4.70, -3.10)
C (4.13, -5.92, -2.93)
N (1.26, -3.10, -5.73)
H (0.99, -1.68, -3.60)
H (2.36, -2.50, -2.67)
H (0.77, -3.23, -2.93)
H (3.17, -2.66, -4.68)
H (3.00, -4.83, -5.33)
H (1.86, -5.23, -4.20)
H (4.76, -5.90, -2.09)
H (4.81, -6.27, -3.78)
H (3.54, -6.71, -2.65)
H (0.58, -3.64, -5.61)
H (1.70, -3.35, -6.71)
C (1.51, 2.76, -0.40)
C (1.34, 1.49, 0.41)
C (0.58, 0.39, -0.44)
O (-0.83, 0.62, -0.28)
C (-1.69, -0.23, -1.03)
N (2.64, 1.10, 0.86)
H (0.60, 3.04, -0.90)
H (2.16, 2.66, -1.27)
H (1.74, 3.73, 0.09)
H (0.76, 1.65, 1.27)
H (0.84, -0.61, -0.22)
H (0.88, 0.45, -1.53)
H (-2.59, 0.10, -0.69)
H (-1.71, -1.16, -0.58)
H (-1.73, -0.16, -2.02)
H (2.64, 0.19, 1.35)
H (2.89, 1.76, 1.65)
C (-2.52, 4.64, 6.09)
C (-3.48, 4.01, 5.09)
C (-3.22, 4.28, 3.58)
O (-1.96, 3.65, 3.29)
C (-1.41, 4.17, 2.09)
N (-3.51, 2.68, 5.11)
H (-1.61, 4.24, 5.82)
H (-2.95, 4.62, 7.05)
H (-2.21, 5.63, 5.81)
H (-4.40, 4.33, 5.56)
H (-3.19, 5.21, 3.40)
H (-4.08, 3.77, 2.97)
H (-0.97, 5.21, 2.17)
H (-1.85, 4.07, 0.92)
H (-0.49, 3.58, 1.96)
H (-2.78, 2.40, 4.51)
H (-4.32, 2.81, 4.40)
C (1.57, -3.47, 0.22)
C (2.95, -2.75, 0.20)
C (3.39, -2.25, 1.64)
O (2.31, -1.48, 2.17)
C (2.54, -0.95, 3.51)
N (3.95, -3.66, -0.34)
H (0.72, -2.88, 0.36)
H (1.27, -4.24, 1.11)
H (1.42, -3.74, -0.90)
H (2.73, -2.03, -0.53)
H (4.35, -1.72, 1.62)
H (3.88, -3.14, 2.06)
H (3.63, -0.56, 3.66)
H (2.71, -1.68, 4.25)
H (1.71, -0.10, 3.67)
H (4.84, -3.08, -0.49)
H (3.75, -3.91, -1.31)
C (-3.33, -3.01, 1.25)
O (-4.25, -3.69, 0.57)
H (-3.36, -1.97, 0.81)
H (-2.38, -3.41, 1.03)
H (-3.66, -3.01, 2.41)
H (-4.25, -4.59, 0.92)
C (-2.38, 3.47, -2.35)
O (-2.27, 3.32, -1.02)
H (-1.67, 4.11, -2.85)
H (-3.34, 3.74, -2.62)
H (-2.20, 2.55, -3.00)
H (-1.87, 2.41, -0.97)
C (5.43, 1.53, -1.35)
O (4.49, 0.59, -1.44)
H (4.94, 2.52, -1.20)
H (6.27, 1.55, -2.19)
H (6.05, 1.31, -0.38)
H (3.85, 0.94, -0.77)
C (4.56, 3.93, 2.54)
O (4.01, 2.64, 2.87)
H (4.08, 4.49, 1.90)
H (5.62, 3.64, 2.31)
H (4.39, 4.58, 3.31)
H (3.55, 2.89, 3.61)
C (-4.97, 0.69, 1.43)
O (-6.16, 0.25, 1.92)
H (-4.14, 0.49, 2.07)
H (-5.04, 1.76, 1.10)
H (-4.72, 0.18, 0.53)
H (-6.21, -0.26, 2.68)
C (-1.01, -0.22, 2.82)
O (-1.65, -1.02, 3.81)
H (-0.25, -0.73, 2.47)
H (-0.56, 0.69, 3.15)
H (-1.70, 0.21, 2.29)
H (-1.11, -1.72, 3.53)
C (-1.49, -0.41, -5.53)
O (-0.19, -0.47, -6.06)
H (-1.33, -0.97, -4.39)
H (-2.32, -0.76, -6.25)
H (-1.26, 0.66, -5.26)
H (0.20, -1.17, -5.55)
C (-5.99, -0.29, -2.86)
O (-4.59, -0.53, -2.56)
H (-6.10, 0.66, -2.82)
H (-6.53, -0.68, -1.99)
H (-6.40, -1.04, -3.73)
H (-4.35, -1.35, -2.80)


Number 1: E_HOMO -10.23 eV, LUMO level -7.107 eV. Number 2: E_HOMO -6.61 eV, LUMO level -0.215 eV. Number 3: E_HOMO -8.95 eV, LUMO level 0.396 eV.